This record from the Open Molecules 2025 dataset describes a gas-phase ion, HN2O (charge +1) at a distorted geometry. The level of theory is ωB97M-V/def2-TZVPD.

Atoms and positions in Å:
N 0.74435 0.06766 -0.04887
N 1.83621 0.02137 0.05323
O 3.01962 -0.00045 -0.01325
H -0.37268 0.19297 -0.03609

* net charge: +1
* gap between HOMO and LUMO: 13.6489 eV
* HOMO: -20.14 eV
* maximum force: 6.26 eV/Å
* SMILES: N=[N+]=O
* calculated total energy: -184.89739 Ha